No. 1
21
Properties=species:S:1:pos:R:3:mulliken_spin:R:1 method="wB97M-V/def2-TZVPD" total_charge=0 homo_lumo_gap_ev="8.23 / 6.69" multiplicity=3
B -2.16 -1.88 -0.19 -0.08
C 4.17 -0.67 0.17 0.34
C 3.05 -0.45 -0.50 -0.11
C 1.86 -0.09 0.21 0.47
C 0.67 0.28 -0.46 -0.10
C -0.51 0.47 0.18 0.33
C -1.81 0.44 -0.53 0.00
C -2.91 0.98 0.42 0.01
O -1.51 -2.19 0.83 0.74
O -2.28 -0.76 -1.04 0.11
H -2.98 -2.61 -0.73 0.22
H 5.07 -0.78 -0.42 0.01
H 4.03 -0.72 1.17 0.01
H 3.04 -0.64 -1.53 0.00
H 2.14 0.00 1.20 0.02
H 0.76 0.10 -1.52 0.00
H -0.50 0.62 1.23 0.01
H -1.70 1.12 -1.30 0.03
H -3.01 0.26 1.18 0.00
H -3.79 1.06 -0.09 0.00
H -2.61 2.00 0.88 0.00

No. 2
86
Properties=species:S:1:pos:R:3:mulliken_charge:R:1 method="wB97M-V/def2-TZVPD" total_charge=+1 homo_lumo_gap_ev=8.87 multiplicity=1
C 1.14 0.29 3.82 -1.26
C 1.13 1.43 2.81 -0.74
C 0.75 0.91 1.42 -0.10
O -0.33 0.09 1.44 0.37
C -1.56 0.61 2.00 -1.06
C -2.78 -0.25 1.59 0.39
C -2.40 -1.53 0.84 -1.25
C -3.79 0.61 0.82 -0.84
C -5.10 -0.12 0.45 0.58
C -5.13 -0.47 -1.03 -1.76
C -6.34 0.72 0.82 -1.49
O 1.78 0.16 0.89 -0.12
C 2.79 1.05 0.39 0.38
P 3.74 0.13 -0.86 0.52
O 3.07 0.13 -2.17 -0.64
O 3.94 -1.24 -0.10 -0.60
O 5.19 0.76 -0.87 -0.52
C 2.01 2.24 -0.19 0.01
C 2.59 3.64 -0.07 -1.58
C 3.05 4.13 1.31 -0.94
C 4.49 3.81 1.67 0.92
F 4.55 2.96 2.70 -0.27
F 5.16 4.87 2.02 -0.31
F 5.16 3.24 0.67 -0.25
N 0.63 2.10 0.42 0.41
C -0.43 2.06 -0.67 -1.84
C -0.50 0.79 -1.51 1.60
C -0.42 1.05 -3.02 -1.03
C -0.84 -0.17 -3.84 -1.11
C 0.17 -1.32 -3.80 -0.71
C -0.15 -2.41 -2.78 0.63
C 1.04 -3.34 -2.55 -0.53
C 0.80 -4.37 -1.46 -1.08
C 0.78 -3.76 -0.07 0.56
O 1.39 -4.67 0.83 -0.47
C 1.16 -4.39 2.20 -0.45
H 0.13 -0.04 4.06 0.28
H 1.61 0.63 4.74 0.47
H 1.67 -0.56 3.41 0.28
H 2.14 1.84 2.76 0.28
H 0.48 2.25 3.11 0.37
H -1.69 1.64 1.69 0.47
H -1.48 0.61 3.08 0.39
H -3.26 -0.56 2.52 0.80
H -2.19 -1.34 -0.21 -0.07
H -3.25 -2.21 0.87 0.57
H -1.57 -2.05 1.30 0.17
H -3.31 0.97 -0.10 -0.12
H -4.03 1.49 1.42 0.45
H -5.17 -1.05 1.02 0.34
H -4.95 0.42 -1.64 0.39
H -4.40 -1.23 -1.30 0.26
H -6.11 -0.87 -1.31 0.52
H -6.78 1.19 -0.07 0.35
H -7.12 0.07 1.23 0.34
H -6.14 1.47 1.57 0.40
H 3.45 1.30 1.23 0.53
H 4.13 -1.97 -0.71 0.39
H 5.25 1.50 -1.49 0.40
H 1.93 2.04 -1.26 0.09
H 1.81 4.34 -0.40 0.45
H 3.38 3.74 -0.81 0.68
H 2.95 5.21 1.35 0.47
H 2.41 3.74 2.09 0.31
H 0.46 2.97 0.93 0.79
H -1.37 2.29 -0.19 0.53
H -0.19 2.91 -1.31 0.65
H 0.26 0.06 -1.22 -0.58
H -1.46 0.32 -1.32 0.00
H 0.60 1.34 -3.29 0.27
H -1.07 1.89 -3.27 0.58
H -1.79 -0.53 -3.41 0.36
H -1.07 0.13 -4.86 0.43
H 1.17 -0.93 -3.62 0.18
H 0.20 -1.80 -4.78 0.60
H -1.00 -3.00 -3.12 0.43
H -0.44 -1.97 -1.82 -0.68
H 1.92 -2.73 -2.30 -0.01
H 1.28 -3.84 -3.49 0.45
H 1.58 -5.14 -1.48 0.35
H -0.13 -4.91 -1.63 0.31
H -0.25 -3.58 0.25 0.12
H 1.33 -2.81 -0.06 -0.08
H 2.12 -4.31 2.72 0.30
H 0.63 -3.44 2.34 0.01
H 0.57 -5.18 2.65 0.27

No. 3
7
Properties=species:S:1:pos:R:3:mulliken_charge:R:1 method="wB97M-V/def2-TZVPD" total_charge=0 relative_energy_kj_mol=136.8 homo_lumo_gap_ev=8.71 multiplicity=1
C -0.95 -0.01 -0.09 0.08
F 2.04 -1.13 0.25 -0.21
F 1.87 1.23 0.19 -0.19
P 1.45 0.00 -0.75 0.67
Cl -1.92 1.04 -1.06 -0.10
Cl -0.83 0.47 1.68 -0.13
Cl -1.65 -1.61 -0.22 -0.12

No. 4
10
Properties=species:S:1:pos:R:3:mulliken_charge:R:1 method="wB97M-V/def2-TZVPD" total_charge=0 relative_energy_kj_mol=322.4 homo_lumo_gap_ev="7.98 / 7.13" multiplicity=1
C 0.72 0.64 -0.17 0.38
C 1.63 -0.22 0.12 -0.13
C -0.75 0.42 0.12 -0.49
N -1.08 -1.01 0.30 -0.26
S -1.01 -2.07 -0.92 -0.13
Cl 1.12 2.25 -0.77 -0.18
Cl 3.30 -0.42 -0.10 -0.10
H -0.98 0.81 1.02 0.38
H -1.39 0.79 -0.81 0.27
H -1.55 -1.19 1.22 0.27

no.,F_max (hartree/bohr)
1,0.09935
2,0.03044
3,0.05436
4,0.09585